36
Properties=species:S:1:pos:R:3:forces:R:3:nbo_charge:R:1 method="wB97M-V/def2-TZVPD" lumo_ha=0.0525 total_charge=-1 homo_lumo_gap_ev=4.76 homo_energy_ev=-3.333
H -0.205 -1.755 -3.095 0.06 -0.12 -0.05 0.25
H 0.578 -3.704 0.416 0.02 0.10 -0.02 -0.19
O -0.819 -4.787 -3.657 -0.28 0.08 0.09 -0.68
H 1.845 -2.890 -1.748 -0.13 0.03 0.03 0.19
Br 1.268 1.204 -0.136 0.32 0.12 -0.15 0.10
C -5.713 -0.173 1.768 0.08 -0.07 -0.03 -0.51
H -5.993 0.037 0.746 -0.02 0.02 0.00 0.22
Br 4.660 4.431 -2.790 0.01 0.01 -0.01 0.08
H 3.144 2.866 -1.609 -0.02 0.01 0.00 0.24
P -0.249 -2.789 -0.407 -0.13 -0.18 -0.13 0.49
C 3.306 3.931 -1.515 -0.04 -0.03 0.02 -0.50
Br 3.867 4.264 0.287 0.02 0.02 0.07 0.10
C 0.331 -2.701 -3.268 0.32 0.00 -0.16 -0.54
Br 1.132 4.526 5.142 -0.02 0.09 0.13 0.11
Br 4.227 4.753 4.469 0.02 0.01 -0.01 0.09
H 1.156 -2.458 -3.956 -0.15 0.02 0.09 0.22
Br -1.573 0.645 0.988 -0.03 0.14 0.05 0.12
Br 0.196 3.002 2.250 0.00 -0.06 -0.10 0.05
H 0.888 -4.361 -1.970 -0.06 0.10 -0.01 0.21
H 0.659 -1.643 -0.107 -0.03 -0.11 0.06 -0.22
O -1.125 -3.150 -5.137 0.02 -0.05 0.29 -0.65
Br -7.256 -0.953 2.623 -0.07 -0.01 0.02 0.06
H -1.096 -1.876 -1.243 0.01 0.04 0.02 -0.23
Br -4.237 -1.393 1.723 0.04 -0.08 -0.03 0.15
H 3.032 5.136 6.597 0.01 0.01 0.00 0.22
Br -5.240 1.502 2.586 0.00 0.04 0.02 0.08
H -1.186 -3.912 -0.708 0.04 0.05 0.05 -0.21
Br 1.630 4.791 -1.896 -0.03 0.01 -0.01 0.08
C -0.603 -3.532 -4.109 -0.07 0.09 -0.12 0.81
Br 3.222 2.675 6.653 0.01 -0.02 0.01 0.10
C 0.833 -3.268 -1.944 -0.01 -0.10 -0.04 -0.72
H -1.576 -5.121 -4.166 0.27 -0.01 -0.07 0.48
H -1.072 -2.417 0.771 -0.05 0.00 0.05 -0.18
H -0.683 2.723 -0.046 0.02 0.01 -0.02 0.22
C -0.270 2.013 0.656 -0.12 -0.14 -0.02 -0.51
C 2.919 4.384 5.831 -0.01 -0.02 -0.05 -0.50